Here is a molecular structure, C24H48CrF6O24P from OMol25. Energies are from ωB97M-V/def2-TZVPD.

## Properties
gap between HOMO and LUMO (spin up / spin down) = 7.55 / 9.24 eV
<S²> = 3.766

ORCA input file:
```
! RIJCOSX wB97M-V def2-TZVPD def2/J DEFGRID3
* xyz 2 4
Cr 12.01 -8.25 11.34
P 10.83 -7.68 15.07
F 10.36 -7.40 16.64
F 10.95 -9.25 15.52
F 9.28 -7.95 14.64
F 11.22 -8.17 13.58
F 10.69 -6.07 14.74
F 12.39 -7.44 15.44
C 11.00 -4.79 8.47
O 12.37 -5.04 8.44
C 12.91 -6.12 9.02
O 12.38 -6.80 9.90
O 14.20 -6.28 8.61
C 14.70 -5.57 7.48
H 10.41 -5.53 7.93
H 10.89 -3.86 7.91
H 10.64 -4.80 9.50
H 15.71 -5.89 7.24
H 14.84 -4.51 7.71
H 14.05 -5.60 6.60
C 14.05 -12.96 13.02
O 13.54 -11.69 12.59
C 13.76 -10.48 13.20
O 13.21 -9.49 12.72
O 14.37 -10.62 14.43
C 14.37 -9.55 15.30
H 15.04 -12.77 13.45
H 14.13 -13.64 12.17
H 13.51 -13.50 13.80
H 15.29 -9.67 15.87
H 13.63 -9.79 16.06
H 14.14 -8.61 14.80
C 14.49 -12.05 9.56
O 14.61 -10.85 8.82
C 13.75 -9.90 9.01
O 13.04 -9.71 10.02
O 13.65 -9.04 8.01
C 14.11 -9.37 6.71
H 13.47 -12.16 9.92
H 15.17 -11.98 10.41
H 14.66 -12.92 8.93
H 13.86 -8.53 6.06
H 13.60 -10.20 6.23
H 15.20 -9.45 6.74
C 17.55 -6.36 12.86
O 16.20 -6.78 12.51
C 15.87 -7.38 11.29
O 14.79 -7.84 11.05
O 17.00 -7.52 10.53
C 16.91 -8.29 9.36
H 17.63 -6.16 13.93
H 17.73 -5.38 12.42
H 18.26 -7.12 12.53
H 16.47 -9.27 9.51
H 17.95 -8.45 9.04
H 16.36 -7.64 8.68
C 14.16 -5.41 14.66
O 13.49 -4.70 13.61
C 12.84 -5.36 12.60
O 12.82 -6.60 12.39
O 12.11 -4.45 11.84
C 11.86 -3.14 12.26
H 15.21 -5.14 14.66
H 14.10 -6.46 14.39
H 13.69 -5.10 15.60
H 11.32 -3.12 13.21
H 11.26 -2.61 11.53
H 12.70 -2.45 12.39
C 8.39 -7.25 7.31
O 9.25 -7.46 8.31
C 9.89 -8.57 8.59
O 10.78 -8.72 9.44
O 9.47 -9.53 7.72
C 10.01 -10.87 7.77
H 8.24 -6.19 7.06
H 7.40 -7.62 7.58
H 8.74 -7.58 6.33
H 10.00 -11.25 6.75
H 9.36 -11.55 8.33
H 11.05 -10.93 8.11
C 8.61 -4.05 11.35
O 9.52 -5.03 11.56
C 9.28 -6.35 11.48
O 10.19 -7.20 11.39
O 7.94 -6.55 11.39
C 7.39 -7.83 11.34
H 8.06 -3.92 12.29
H 7.93 -4.24 10.52
H 9.14 -3.14 11.08
H 8.03 -8.58 10.88
H 6.52 -7.80 10.69
H 7.02 -8.13 12.32
C 10.82 -13.28 10.50
O 11.11 -11.88 10.70
C 10.63 -11.16 11.65
O 10.87 -9.96 11.69
O 9.99 -11.92 12.58
C 9.37 -11.26 13.69
H 11.41 -13.70 9.68
H 9.76 -13.30 10.25
H 11.05 -13.84 11.40
H 8.86 -10.33 13.46
H 10.10 -11.24 14.50
H 8.65 -12.04 13.95
*
```

***

Here is a molecular structure, C18H27N7ReS from OMol25. Energies are from ωB97M-V/def2-TZVPD.

## Properties
energy above the lowest of the compared OMol25 structures with the same formula, charge and spin = 69.2 kcal per mole
gap between HOMO and LUMO (spin up / spin down) = 6.15 / 6.64 eV
<S²> = 0.762

ORCA input file:
```
! RIJCOSX wB97M-V def2-TZVPD def2/J DEFGRID3
* xyz 2 2
Re -0.63 -1.27 -1.24
C 2.43 -2.16 1.80
C 1.23 -1.76 1.03
N 1.12 -1.88 -0.26
N 2.12 -2.53 -0.93
C 1.65 -3.23 -1.93
N 2.43 -4.02 -2.66
S -0.07 -3.11 -2.44
C -0.02 -1.35 1.68
C -0.18 -1.30 3.05
C -1.46 -1.11 3.58
C -2.53 -0.99 2.72
C -2.30 -1.03 1.36
N -1.08 -1.20 0.84
H 3.10 -2.75 1.18
H 2.97 -1.26 2.12
H 2.17 -2.73 2.69
H 3.41 -4.12 -2.43
H 2.06 -4.54 -3.43
H 0.67 -1.44 3.70
H -1.60 -1.08 4.65
H -3.54 -0.87 3.09
H -3.11 -0.94 0.64
C -2.78 1.28 -2.55
C -1.61 0.98 -3.19
C -1.38 -0.47 -3.14
C -2.57 -1.02 -2.50
C -3.37 0.05 -2.10
H -3.20 2.26 -2.40
H -0.93 1.69 -3.62
H -0.93 -0.97 -3.99
H -2.93 -2.04 -2.59
H -4.32 -0.03 -1.59
C 2.83 1.39 -0.72
N 1.74 2.05 0.00
C 2.01 3.43 0.37
C 0.49 1.53 -0.02
N 0.12 0.71 -1.01
N -0.39 1.86 0.95
C -1.79 2.09 0.62
C 0.01 2.27 2.28
H 3.76 1.60 -0.19
H 2.93 1.78 -1.74
H 2.68 0.32 -0.75
H 2.57 3.91 -0.44
H 2.60 3.50 1.28
H 1.08 3.98 0.50
H 0.66 0.93 -1.84
H -2.02 1.69 -0.37
H -2.00 3.16 0.63
H -2.44 1.62 1.36
H 1.02 1.93 2.50
H -0.67 1.81 3.00
H -0.04 3.35 2.42
*
```

***

Here is 4 unconnected molecules or ions with the total composition CH8O4 from OMol25. Energies are from ωB97M-V/def2-TZVPD.

## Properties
energy above the lowest of the compared OMol25 structures with the same formula, charge and spin = 16.6 kcal per mole
gap between HOMO and LUMO = 10.56 eV

ORCA input file:
```
! RIJCOSX wB97M-V def2-TZVPD def2/J DEFGRID3
* xyz 0 1
O -1.46 -2.86 1.13
C -0.44 -2.47 0.63
H 0.36 -1.92 1.14
H -0.14 -2.74 -0.44
H 1.72 3.03 0.97
H 1.70 2.37 -0.48
O 1.30 2.34 0.44
H 1.04 0.31 -0.68
H 0.51 0.35 -2.17
O 1.21 0.63 -1.66
H -0.67 1.94 0.26
H -1.82 1.47 -0.62
O -1.06 1.13 -0.14
*
```

***

Here is a molecular structure, C4H8O2 from OMol25. Energies are from ωB97M-V/def2-TZVPD.

## Properties
energy above the lowest of the compared OMol25 structures with the same formula, charge and spin = 154.8 kcal per mole
gap between HOMO and LUMO = 8.96 eV

ORCA input file:
```
! RIJCOSX wB97M-V def2-TZVPD def2/J DEFGRID3
* xyz 0 1
C -1.67 -0.38 0.53
C -0.09 -0.08 -0.71
C 1.19 -0.85 -0.51
O 2.21 -0.21 0.24
C 0.01 1.35 -0.44
O -0.34 0.73 0.80
H -1.95 -0.21 1.58
H -1.55 -1.45 0.35
H -2.40 0.06 -0.14
H 1.60 -1.02 -1.52
H 0.96 -1.84 -0.10
H 1.78 0.06 1.07
H -0.75 2.04 -0.83
H 1.00 1.78 -0.33
*
```

***

Here is 4 unconnected molecules or ions with the total composition C23H48N2O8PSi from OMol25. Energies are from ωB97M-V/def2-TZVPD.

## Properties
gap between HOMO and LUMO = 8.30 eV

ORCA input file:
```
! RIJCOSX wB97M-V def2-TZVPD def2/J DEFGRID3
* xyz 1 1
C -1.03 1.71 -2.02
C -1.25 0.92 -3.32
C 0.03 0.32 -3.92
O 0.06 -1.10 -3.64
C 1.28 -1.65 -3.28
N 1.02 -2.53 -2.13
C 0.69 -3.82 -2.12
N 0.48 -4.23 -0.87
Si -0.04 -5.96 -0.50
C -1.08 -5.99 1.05
C 1.41 -7.12 -0.46
C -1.11 -6.42 -1.96
C 0.67 -3.14 -0.02
C 0.52 -3.10 1.46
P 1.94 -3.65 2.44
O 1.59 -3.79 3.84
O 3.09 -2.57 2.15
O 2.49 -5.03 1.83
C 1.01 -2.08 -0.82
O 1.33 -0.82 -0.49
H -1.39 2.74 -2.11
H -1.61 1.27 -1.19
H 0.01 1.73 -1.71
H -1.94 0.10 -3.13
H -1.70 1.57 -4.07
H 0.05 0.46 -5.01
H 0.90 0.81 -3.48
H 2.00 -0.90 -2.93
H 1.70 -2.26 -4.08
H 0.60 -4.44 -3.00
H -1.70 -5.09 1.09
H -1.74 -6.85 0.99
H -0.48 -6.01 1.96
H 2.00 -7.10 -1.38
H 0.98 -8.12 -0.37
H 2.07 -6.98 0.39
H -0.50 -6.55 -2.86
H -1.84 -5.64 -2.19
H -1.64 -7.35 -1.74
H -0.38 -3.60 1.82
H 0.40 -2.05 1.74
H 2.99 -2.13 1.30
H 3.24 -4.90 1.23
H 0.54 -0.25 -0.47
C 2.20 1.16 4.98
C 1.79 0.01 4.06
C 0.79 -0.75 4.93
O 0.17 0.23 5.76
C 0.88 1.47 5.68
H 2.61 2.01 4.45
H 2.94 0.82 5.71
H 1.29 0.42 3.17
H 2.62 -0.61 3.73
H 1.29 -1.49 5.55
H 0.02 -1.25 4.34
H 0.28 2.18 5.10
H 1.01 1.87 6.69
C -4.47 5.90 -3.39
C -3.58 6.92 -2.67
C -2.52 6.02 -2.06
O -2.37 4.90 -2.95
C -3.45 4.90 -3.90
H -5.08 6.33 -4.18
H -5.14 5.42 -2.67
H -3.13 7.59 -3.40
H -4.11 7.51 -1.93
H -2.83 5.65 -1.08
H -1.55 6.51 -1.96
H -3.05 5.20 -4.88
H -3.84 3.89 -3.98
C -0.12 3.94 1.61
C 1.19 3.60 2.31
C 2.02 3.04 1.16
O 1.58 3.72 -0.02
C 0.38 4.45 0.27
H -0.72 4.67 2.15
H -0.72 3.04 1.48
H 1.65 4.50 2.71
H 1.08 2.88 3.12
H 1.84 1.97 1.03
H 3.09 3.20 1.28
H 0.61 5.52 0.30
H -0.33 4.28 -0.54
*
```

***

Calculated max |F| in order - 5.30, 0.75, 4.94, 0.45, 1.14 eV/A
Calculated total energy in order - -128811.1427, -42484.8957, -9355.5626, -8366.5695, -61153.2035 eV